Computed, not measured: a 2-piece molecular cluster, C2H5N6 overall, with ωB97M-V with the def2-TZVPD basis set.

```
13
Properties=species:S:1:pos:R:3:forces:R:3
C -2.457 -1.480 0.129 -0.54 0.74 -0.10
C 1.291 1.145 -0.108 -1.60 -0.73 0.69
N -3.536 -0.791 0.075 0.49 -2.65 1.80
N -3.519 0.421 -0.349 -1.43 1.29 -2.18
N -2.894 1.395 -0.061 -1.05 0.90 -0.94
N -1.689 1.335 0.601 1.28 0.31 1.81
N -0.950 0.379 0.477 3.20 0.06 -0.53
N -1.199 -0.890 0.041 -0.23 -0.26 -0.68
H -2.506 -2.552 0.244 0.09 -0.08 0.12
H 1.828 0.275 0.226 0.17 -0.15 0.05
H 1.069 1.268 -1.153 -0.15 0.00 -0.25
H 1.200 1.985 0.556 -0.08 0.22 0.18
H -0.392 -1.503 0.098 -0.12 0.37 0.04
```
Forces are in eV/Å.

Summary:
spin multiplicity	1
highest occupied orbital energy (spin up / spin down)	-13.84 / -13.84	eV
orbital gap (spin up / spin down)	6.5030 / 6.5017	eV
net charge	+1
energy relative to the best compared isomer or geometry (same formula, charge and spin)	513.0	kJ/mol